Record 1
Here is a molecular structure, C52H52IrN6OP2 at a distorted geometry from the Open Molecules 2025 dataset. Energies are from ωB97M-V with the def2-TZVPD basis set.

XYZ file:
```
114
C52H52IrN6OP2 | the Open Molecules 2025 dataset | ωB97M-V with the def2-TZVPD basis set
Ir -0.723 0.139 -0.354
C -1.250 4.082 1.544
C -1.229 3.112 0.580
N -1.126 1.779 0.883
C -1.111 1.407 2.200
C -1.095 2.364 3.243
C -1.153 3.729 2.897
C -1.007 1.898 4.574
C -0.903 0.534 4.856
C -0.949 -0.400 3.855
C -1.114 0.017 2.500
N -1.195 -0.767 1.401
C -1.292 -2.130 1.338
C -1.775 -2.975 2.341
C -1.776 -4.359 2.167
C -1.355 -4.932 0.991
C -0.969 -4.114 -0.092
C -0.659 -4.626 -1.367
C -0.384 -3.755 -2.394
C -0.378 -2.388 -2.147
N -0.617 -1.875 -0.949
C -0.942 -2.710 0.079
H -1.329 5.116 1.239
H -1.291 3.378 -0.462
H -1.131 4.479 3.677
H -0.993 2.627 5.374
H -0.780 0.206 5.880
H -0.814 -1.443 4.099
H -2.214 -2.547 3.228
H -2.137 -4.990 2.969
H -1.370 -6.006 0.857
H -0.670 -5.696 -1.527
H -0.182 -4.117 -3.392
H -0.167 -1.671 -2.931
C -4.835 -1.469 -5.652
C -3.488 -1.130 -5.633
C -2.916 -0.644 -4.471
C -3.688 -0.474 -3.318
C -5.029 -0.842 -3.334
C -5.599 -1.326 -4.504
P -2.817 0.254 -1.880
C -4.111 0.519 -0.636
C -4.557 -0.613 0.049
C -5.488 -0.493 1.067
C -5.969 0.762 1.420
C -5.508 1.891 0.761
C -4.580 1.774 -0.265
C -2.364 1.854 -2.624
C -3.256 2.616 -3.342
C -2.824 3.773 -4.009
C -1.498 4.115 -3.999
C -0.553 3.344 -3.287
C 0.822 3.686 -3.265
C 1.708 2.951 -2.525
C 1.257 1.870 -1.747
C -0.068 1.462 -1.755
C -0.994 2.209 -2.557
H -5.290 -1.843 -6.560
H -2.888 -1.245 -6.527
H -1.866 -0.367 -4.455
H -5.635 -0.736 -2.443
H -6.648 -1.591 -4.519
H -4.165 -1.590 -0.220
H -5.835 -1.375 1.589
H -6.696 0.856 2.215
H -5.873 2.869 1.047
H -4.214 2.659 -0.769
H -4.294 2.311 -3.408
H -3.541 4.377 -4.550
H -1.151 4.985 -4.543
H 1.160 4.545 -3.832
H 2.758 3.218 -2.504
H 1.969 1.363 -1.105
O 1.462 -0.053 0.898
P 2.918 -0.312 1.060
N 3.242 -1.698 1.924
C 2.590 -1.849 3.234
C 2.704 -3.348 3.553
C 3.769 -3.860 2.576
C 3.506 -3.010 1.338
N 3.634 0.923 1.885
C 4.940 0.849 2.531
C 5.262 2.324 2.813
C 3.881 3.023 2.883
C 2.862 1.899 2.655
N 3.743 -0.504 -0.364
C 4.991 0.165 -0.748
C 5.160 -0.189 -2.225
C 3.721 -0.337 -2.722
C 3.024 -1.007 -1.542
H 1.546 -1.521 3.205
H 3.107 -1.228 3.973
H 1.751 -3.842 3.349
H 2.968 -3.530 4.593
H 3.683 -4.927 2.378
H 4.769 -3.647 2.956
H 2.638 -3.407 0.788
H 4.353 -2.951 0.655
H 5.673 0.357 1.896
H 4.874 0.290 3.473
H 5.858 2.744 2.003
H 5.834 2.433 3.733
H 3.795 3.770 2.095
H 3.714 3.519 3.838
H 1.971 2.210 2.111
H 2.544 1.473 3.617
H 5.833 -0.201 -0.158
H 4.918 1.248 -0.607
H 5.686 -1.141 -2.323
H 5.720 0.572 -2.766
H 3.649 -0.928 -3.633
H 3.279 0.646 -2.904
H 3.101 -2.101 -1.608
H 1.971 -0.743 -1.480
```

Properties
* total charge: +1
* multiplicity: 5
* Kohn-Sham gap (alpha / beta): 4.41 / 5.74 eV
* relative energy (zero: lowest compared OMol25 entry of this formula, charge and spin): 0.0000 eV
* HOMO (alpha / beta): -7.41 / -10.16 eV
* electronic energy: -3203.42757 a.u.
* largest force on an atom: 1.7 eV Å⁻¹

Results of the Löwdin charge analysis, in e, for atoms 1 through 5: Ir 1.336; C -0.073; C -0.124; N -0.054; C -0.171


Record 2
Here is a molecular structure, C3H4N3O2S at a distorted geometry from the Open Molecules 2025 dataset. Energies are from ωB97M-V with the def2-TZVPD basis set.

XYZ file:
```
13
C3H4N3O2S | the Open Molecules 2025 dataset | ωB97M-V with the def2-TZVPD basis set
C -1.623 -0.090 0.646
C -2.800 -0.215 -1.651
C -0.688 0.271 -0.367
N -1.492 -1.268 1.248
N 0.300 -0.809 -0.558
N 1.607 -0.413 -0.041
O -2.558 -1.305 -2.105
O -3.355 0.843 -1.541
S -0.387 -2.169 0.327
H -2.466 0.604 0.888
H -0.186 1.226 -0.663
H 1.615 -0.750 1.021
H 2.245 -1.096 -0.558
```

Properties
* total charge: -1
* Kohn-Sham gap: 5.78 eV
* relative energy (zero: lowest compared OMol25 entry of this formula, charge and spin): 2.6333 eV
* HOMO: -2.13 eV
* electronic energy: -829.61150 a.u.
* largest force on an atom: 3.0 eV Å⁻¹

Results of the natural (NBO) charge analysis, in e, for atoms 1 through 5: C -0.037; C 1.015; C -0.353; N -0.774; N -0.469


Record 3
Here is C2H2F2N2 in the gas phase at a distorted geometry from the Open Molecules 2025 dataset. Energies are from ωB97M-V with the def2-TZVPD basis set.

XYZ file:
```
8
C2H2F2N2 | the Open Molecules 2025 dataset | ωB97M-V with the def2-TZVPD basis set
C -0.225 0.304 0.822
C -1.246 1.056 0.342
N -0.477 -0.882 0.153
N 0.749 -1.045 -0.480
F 0.481 0.360 1.766
F -1.571 1.448 -0.809
H 1.442 -0.323 -0.233
H 0.849 -0.919 -1.560
```

Properties
* total charge: 0
* Kohn-Sham gap (alpha / beta): 7.55 / 8.41 eV
* relative energy (zero: lowest compared OMol25 entry of this formula, charge and spin): 6.7361 eV
* HOMO (alpha / beta): -8.27 / -8.76 eV
* electronic energy: -386.37562 a.u.
* largest force on an atom: 10.3 eV Å⁻¹

Results of the natural (NBO) charge analysis, in e, for atoms 1 through 5: C 0.407; C 0.290; N -0.293; N -0.593; F -0.230


Record 4
Here is a molecular structure, C38H31N4P2RhS3 at a distorted geometry from the Open Molecules 2025 dataset. Energies are from ωB97M-V with the def2-TZVPD basis set.

XYZ file:
```
79
C38H31N4P2RhS3 | the Open Molecules 2025 dataset | ωB97M-V with the def2-TZVPD basis set
Rh -0.456 -0.802 -0.186
S -0.030 0.454 2.050
P -0.823 1.961 1.051
C -1.219 1.497 -0.598
P -2.609 0.503 -1.114
S -2.461 -1.487 -1.368
C -3.211 1.236 -2.659
C -4.302 0.646 -3.288
C -4.825 1.208 -4.437
C -4.252 2.355 -4.979
C -3.159 2.937 -4.361
C -2.643 2.380 -3.196
C -3.967 0.807 0.048
C -4.718 1.973 -0.043
C -5.781 2.183 0.819
C -6.094 1.226 1.774
C -5.349 0.063 1.866
C -4.287 -0.148 1.003
C 0.306 3.370 0.892
C 1.302 3.559 1.840
C 2.137 4.663 1.757
C 1.980 5.580 0.728
C 0.992 5.390 -0.229
C 0.160 4.285 -0.149
C -2.222 2.735 1.914
C -2.702 3.974 1.484
C -3.638 4.659 2.233
C -4.113 4.105 3.418
C -3.656 2.870 3.836
C -2.704 2.187 3.089
H -4.746 -0.257 -2.886
H -5.679 0.747 -4.914
H -4.660 2.787 -5.883
H -2.698 3.823 -4.775
H -1.802 2.855 -2.708
H -4.481 2.720 -0.792
H -6.359 3.092 0.744
H -6.925 1.390 2.448
H -5.595 -0.683 2.608
H -3.714 -1.066 1.059
H 1.440 2.831 2.629
H 2.913 4.802 2.496
H 2.635 6.438 0.662
H 0.875 6.092 -1.042
H -0.590 4.113 -0.913
H -2.343 4.417 0.567
H -3.995 5.621 1.895
H -4.842 4.641 4.011
H -4.027 2.433 4.752
H -2.320 1.230 3.422
N 2.556 2.390 -1.340
C 1.805 1.270 -0.972
S 0.185 1.203 -1.733
N 2.424 0.253 -0.465
N 1.679 -0.845 -0.257
C 2.328 -1.993 -0.008
C 3.800 -2.102 -0.064
C 4.601 -1.391 0.827
C 5.979 -1.512 0.786
C 6.579 -2.344 -0.150
C 5.792 -3.051 -1.045
C 4.411 -2.927 -1.002
C 1.518 -3.105 0.336
C 2.035 -4.388 0.665
C 1.185 -5.396 1.014
C -0.205 -5.164 1.046
C -0.642 -3.904 0.727
N 0.168 -2.897 0.391
H 2.087 3.269 -1.172
H 3.462 2.360 -0.890
H 4.130 -0.739 1.551
H 6.585 -0.956 1.489
H 7.657 -2.436 -0.181
H 6.250 -3.697 -1.783
H 3.795 -3.475 -1.704
H 3.102 -4.554 0.649
H 1.587 -6.367 1.269
H -0.909 -5.937 1.313
H -1.699 -3.656 0.727
```

Properties
* total charge: 0
* multiplicity: 5
* Kohn-Sham gap (alpha / beta): 5.29 / 7.00 eV
* relative energy (zero: lowest compared OMol25 entry of this formula, charge and spin): 0.0000 eV
* HOMO (alpha / beta): -5.11 / -7.47 eV
* electronic energy: -3673.48820 a.u.
* largest force on an atom: 1.0 eV Å⁻¹

Results of the Löwdin charge analysis, in e, for atoms 1 through 5: Rh 0.528; S 0.364; P 0.461; C -0.881; P 0.440


Which of these has the highest total charge? C52H52IrN6OP2


Which of these has the lowest total charge? C3H4N3O2S


What is the total charge in the third record? 0


Among the records above, which one has the lowest largest force on an atom? C38H31N4P2RhS3